No. 1
The following is a quantum chemistry calculation of a structure of composition C22H57BeCsNO15 in a non-equilibrium geometry, from OMol25.

Atoms and positions in Å:
Be -20.0534 0.9347 -20.1826
Cs -24.1796 2.7287 -19.1238
C -20.7163 3.5452 -18.9972
O -19.8446 2.8281 -18.4835
O -21.2616 4.3659 -18.3105
O -21.2266 3.0952 -20.0168
C -22.3862 -0.4174 -18.6471
O -22.3769 -0.1135 -19.8750
O -21.4774 0.1964 -18.0052
O -23.1887 -1.2311 -18.1402
C -22.3915 1.7565 -23.1971
C -20.9852 1.7840 -23.7527
O -20.1950 1.5150 -22.6370
H -22.9440 2.1087 -24.0682
H -22.5592 2.4672 -22.3879
H -22.8309 0.7754 -23.0171
H -20.8050 2.7745 -24.1706
H -20.8418 1.0402 -24.5364
H -19.3285 1.8495 -22.8796
C -21.7699 5.2337 -14.6971
C -22.2237 3.8370 -14.8181
O -21.4179 3.1743 -15.8077
H -22.5606 5.6894 -14.1011
H -21.5573 5.8574 -15.5653
H -20.8593 5.1758 -14.1008
H -23.2615 3.7960 -15.1490
H -22.1186 3.2766 -13.8891
H -21.4307 3.6763 -16.6259
C -24.6468 1.4977 -15.3126
C -25.3895 0.2332 -15.7751
O -25.3774 0.2197 -17.1959
H -23.7656 1.5367 -15.9530
H -24.2125 1.4600 -14.3135
H -25.3185 2.3534 -15.3812
H -26.4291 0.1348 -15.4626
H -24.8324 -0.6572 -15.4839
H -24.6868 -0.3433 -17.5534
C -21.2208 6.0115 -23.1168
C -21.8109 6.0879 -21.6461
O -22.7343 5.0298 -21.4250
H -20.3588 6.6744 -23.1915
H -21.9768 6.4223 -23.7859
H -21.0957 4.9711 -23.4167
H -22.3609 6.9996 -21.4127
H -21.0379 5.9897 -20.8840
H -22.2851 4.3707 -20.8907
C -28.7873 2.4000 -18.4026
C -29.5620 1.5452 -17.4448
O -30.7394 2.1685 -16.8661
H -28.5429 3.3571 -17.9417
H -29.3644 2.6914 -19.2802
H -27.8393 1.9658 -18.7200
H -28.8996 1.1422 -16.6786
H -29.9332 0.6454 -17.9353
H -31.4122 1.4965 -16.9983
C -26.7989 -0.7037 -21.4653
C -25.3519 -1.0393 -21.0199
O -24.6735 0.1932 -21.1418
H -27.2457 0.0134 -20.7767
H -27.4193 -1.5995 -21.4921
H -26.6495 -0.2867 -22.4613
H -24.8819 -1.7441 -21.7058
H -25.2462 -1.5695 -20.0734
H -23.7920 0.0869 -20.7767
C -24.0853 7.7711 -17.3646
C -23.6478 6.9116 -18.5318
O -23.5940 5.5947 -17.9814
H -23.5435 8.7163 -17.3312
H -23.9192 7.2642 -16.4140
H -25.1539 7.9830 -17.4010
H -22.6421 7.1794 -18.8558
H -24.3393 6.9441 -19.3737
H -22.7215 5.2294 -18.1455
C -27.0024 8.1658 -20.4846
O -26.9593 6.9147 -21.1843
C -27.4041 5.7981 -20.3751
C -27.3804 4.4710 -21.2157
N -26.0039 4.0403 -21.4467
C -25.8841 3.0739 -22.5219
C -26.0167 3.5654 -24.0053
O -27.3785 3.6664 -24.3651
C -27.6116 4.1428 -25.6970
H -27.9736 8.6327 -20.3202
H -26.4916 8.9143 -21.0903
H -26.6113 8.1766 -19.4672
H -28.3068 5.9498 -19.7832
H -26.5893 5.6282 -19.6714
H -27.9495 4.6043 -22.1357
H -27.8478 3.6867 -20.6202
H -25.4083 4.8332 -21.6384
H -26.4577 2.1742 -22.2994
H -24.8365 2.7745 -22.4887
H -25.4973 2.8960 -24.6910
H -25.6950 4.5996 -24.1283
H -27.0352 5.0675 -25.7256
H -28.6330 4.5150 -25.7768
H -27.3469 3.4331 -26.4807

Computed properties:
Highest occupied orbital energy in eV: -4.351
Charge: -1
Total energy in Ha: -2090.54108

---

No. 2
The following is a quantum chemistry calculation of a structure of composition C22H57O5S4Tl in a non-equilibrium geometry, from OMol25.

Atoms and positions in Å:
Tl -3.7274 -2.4857 0.7996
C 0.6077 0.2697 0.4870
C 0.2682 -1.1966 0.2042
O -0.9786 -1.5113 0.5192
H 1.6537 0.5144 0.2962
H 0.4057 0.5109 1.5293
H 0.0180 0.8794 -0.1993
H 1.0048 -1.9455 0.5506
H 0.4128 -1.3199 -0.9050
C 0.3669 -4.0382 3.4844
S -1.3121 -4.0231 4.1646
O -2.1072 -3.2032 3.1749
C -1.8035 -5.7470 3.8705
H 0.8358 -5.0061 3.6556
H 0.9326 -3.2049 3.8928
H 0.2949 -3.8947 2.4049
H -2.8714 -5.7398 4.0698
H -1.2434 -6.4110 4.5249
H -1.5863 -5.9721 2.8272
C -5.1743 1.6924 -2.3893
S -4.7273 0.9016 -0.8149
O -4.5723 -0.5777 -1.1742
C -3.0501 1.5167 -0.6752
H -4.3805 1.4973 -3.1056
H -5.2598 2.7651 -2.2178
H -6.1256 1.2568 -2.6795
H -2.5529 1.4777 -1.6463
H -2.4622 0.9439 0.0361
H -3.0658 2.5547 -0.3341
C -1.8198 0.1390 4.2746
S -2.8023 1.0119 3.0254
O -3.4527 0.0236 2.0957
C -4.0655 1.6720 4.1360
H -2.3688 -0.5623 4.9023
H -1.3672 0.8978 4.9201
H -0.9644 -0.3776 3.8388
H -3.6420 2.3756 4.8493
H -4.4665 0.8476 4.7324
H -4.8743 2.0606 3.5236
C -0.6636 -3.3839 -3.0398
S -2.3605 -2.8391 -3.2109
O -2.9057 -2.8267 -1.8052
C -1.9862 -1.0872 -3.6261
H -0.1286 -3.1124 -3.9494
H -0.6269 -4.4677 -2.9333
H -0.1330 -2.9561 -2.1921
H -2.9313 -0.6100 -3.8676
H -1.3064 -1.0573 -4.4770
H -1.4917 -0.6002 -2.7866
C -1.2314 4.6535 1.6494
C 0.2844 4.9396 1.6861
C 1.1209 3.6963 1.3573
C 2.5849 3.8779 1.7058
C 3.5033 2.7033 1.3038
C 4.8528 2.8265 1.9885
H -1.8374 5.5577 1.7169
H -1.5374 4.0884 2.5380
H -1.5483 4.0673 0.7830
H 0.4662 5.7657 1.0025
H 0.4762 5.2195 2.7220
H 1.0047 3.4533 0.2937
H 0.6766 2.8355 1.8721
H 2.9781 4.7821 1.2359
H 2.7550 4.0275 2.7774
H 3.1044 1.7071 1.5199
H 3.5584 2.7621 0.2100
H 4.7635 2.6106 3.0542
H 5.5486 2.0814 1.5895
H 5.3580 3.7833 1.8597
C 4.1691 -3.7153 -3.7965
C 3.0653 -2.9252 -3.0842
C 3.1680 -1.4193 -3.4068
C 1.8783 -0.6631 -3.0647
C 1.8019 0.7995 -3.5100
C 2.8125 1.6798 -2.8043
H 3.9063 -4.7525 -4.0191
H 5.0918 -3.8389 -3.2250
H 4.4243 -3.2404 -4.7436
H 2.1305 -3.2783 -3.5269
H 3.0717 -3.1611 -2.0186
H 3.3860 -1.3431 -4.4741
H 3.9855 -0.9121 -2.8898
H 1.0646 -1.2339 -3.5252
H 1.7428 -0.7589 -1.9745
H 1.8850 0.8687 -4.5948
H 0.7963 1.1358 -3.2278
H 2.7843 1.5488 -1.7145
H 3.8288 1.3717 -3.0603
H 2.6821 2.7478 -2.9658

Computed properties:
Highest occupied orbital energy in eV: -14.202
ΔE to the lowest compared entry with this formula, charge and spin in kcal/mol: 0.0
Charge: +2
Total energy in Ha: -3013.02273

---

No. 3
The following is a quantum chemistry calculation of a structure of composition C22H58AsF6N3O11 in a non-equilibrium geometry, from OMol25.

Atoms and positions in Å:
C -0.0896 -2.6441 -9.4409
C 0.1643 -4.0581 -8.9652
N 1.3268 -4.1238 -8.1099
C 2.5768 -4.0688 -8.6332
C 3.4875 -4.1043 -7.5639
N 2.7846 -4.3183 -6.3434
C 1.4395 -4.2661 -6.7331
C 3.3367 -4.5781 -4.9642
H 0.3457 -2.6666 -10.4400
H 0.5232 -1.8980 -8.9350
H -1.1040 -2.2506 -9.3770
H 0.2376 -4.8410 -9.7201
H -0.6401 -4.3657 -8.2971
H 2.6720 -3.9694 -9.7044
H 4.5573 -3.9564 -7.5655
H 0.5549 -4.4712 -6.1484
H 3.5093 -3.6315 -4.4520
H 4.1925 -5.2181 -5.1792
H 2.6587 -5.1479 -4.3289
As -0.5490 0.8569 -1.5432
F -2.0303 -0.1319 -1.1324
F -0.6514 0.2482 -3.2469
F 0.8768 1.7571 -2.0786
F -0.4778 1.5493 0.1488
F 0.4437 -0.5227 -1.0646
F -1.5493 2.2806 -2.0232
C -3.3278 8.0160 4.4919
C -3.9076 9.4443 4.2634
O -3.2494 10.4328 5.0146
C -3.6866 10.7322 6.2315
O -4.7043 10.2572 6.8153
O -2.7114 11.5705 6.8005
C -2.7790 12.0503 8.1455
H -3.6790 7.2017 3.8580
H -3.5322 7.6113 5.4831
H -2.2436 7.9736 4.3879
H -4.9949 9.4396 4.3396
H -3.7200 9.6183 3.2039
H -2.6685 11.1136 8.6918
H -3.7601 12.4443 8.4110
H -1.9862 12.7274 8.4633
C -1.1421 -6.9368 -0.1120
O -0.0764 -6.4070 0.7577
C 0.2537 -7.2114 1.8322
C 0.9342 -6.4533 2.9560
N 2.3434 -6.2599 2.5995
C 2.9023 -5.4099 3.6527
C 4.4321 -5.6633 3.7941
O 5.0417 -4.5559 4.4664
C 4.7842 -4.4264 5.8054
H -1.1524 -6.2147 -0.9284
H -2.0917 -6.8277 0.4118
H -0.9630 -7.9252 -0.5353
H 0.7695 -8.0452 1.3559
H -0.5736 -7.7234 2.3235
H 0.7748 -6.9631 3.9062
H 0.3765 -5.5317 3.1224
H 2.2724 -5.7662 1.7213
H 2.3693 -5.3661 4.6024
H 2.8245 -4.3813 3.3007
H 4.9748 -5.8428 2.8660
H 4.5459 -6.5876 4.3605
H 4.9721 -3.4442 6.2391
H 5.3419 -5.1445 6.4065
H 3.7488 -4.5164 6.1338
C -6.7376 5.8949 -4.4715
O -5.5271 6.3972 -3.8765
H -7.2356 6.6422 -5.0892
H -6.3820 5.0755 -5.0963
H -7.4601 5.5288 -3.7421
H -4.9198 5.6616 -3.7686
C 6.5763 0.2949 0.3973
O 7.3092 1.4338 0.8913
H 5.5350 0.6167 0.4062
H 6.9864 0.2112 -0.6092
H 6.8025 -0.6623 0.8670
H 7.1310 1.4553 1.8343
C -4.3152 -0.3421 5.0884
O -5.7230 -0.0685 5.1446
H -4.0298 -1.3096 4.6753
H -3.9307 0.3710 4.3592
H -3.8237 -0.3422 6.0613
H -6.0413 -0.3315 4.2780
C -8.0678 -1.6876 -1.1006
O -7.4279 -1.3658 0.0871
H -9.0094 -2.1927 -0.8854
H -8.1127 -0.8144 -1.7515
H -7.5488 -2.4915 -1.6226
H -6.4868 -1.4345 -0.0896
C 4.6330 4.2229 -6.3970
O 4.4367 2.8788 -6.2193
H 3.6541 4.6916 -6.4988
H 5.3472 4.5488 -5.6408
H 5.0966 4.4484 -7.3573
H 3.9424 2.8432 -5.3971
C 3.2379 1.6422 5.5397
O 4.0574 2.6432 4.8948
H 2.7539 0.9554 4.8454
H 3.7561 1.0884 6.3226
H 2.4984 2.2039 6.1105
H 3.7161 2.8040 4.0120

Computed properties:
Highest occupied orbital energy in eV: -9.036
Total energy in Ha: -4699.67192

---

No. 4
The following is a quantum chemistry calculation of a structure of composition C22H59AlFO8 in a non-equilibrium geometry, from OMol25.

Atoms and positions in Å:
C -2.3285 -5.2211 2.7018
C -1.7938 -4.3309 1.8756
Al -1.1739 -3.2657 0.2061
C 0.8046 -2.7553 0.6136
C -2.1735 -1.5006 -0.0690
C -3.7011 -1.4812 0.4554
C -4.4637 -2.8943 0.3863
F -3.7394 -0.8393 1.7768
H -2.6812 -6.1699 3.2586
H -1.2254 -4.1681 -1.1243
H 0.7625 -1.8084 1.2840
H 1.2085 -3.6005 1.3057
H 1.4353 -2.6275 -0.3304
H -2.1629 -1.2685 -1.2102
H -1.5700 -0.6486 0.4218
H -4.2824 -0.7636 -0.2568
H -4.4519 -3.3532 1.4559
H -5.5856 -2.7289 0.1184
H -3.9819 -3.6269 -0.3775
C 0.6151 1.4059 -1.9219
C 1.1925 0.4579 -0.8896
O 1.4628 -0.8040 -1.4832
H -0.3062 0.9964 -2.3455
H 0.3967 2.3809 -1.4776
H 1.3137 1.5455 -2.7526
H 0.4834 0.3041 -0.0733
H 2.1227 0.8558 -0.4693
H 2.0977 -0.6596 -2.1995
C -3.4433 3.1248 1.3427
C -3.0277 2.6301 -0.0288
O -2.1457 1.5284 0.1002
H -2.5670 3.4244 1.9242
H -4.1218 3.9785 1.2613
H -3.9428 2.3305 1.9051
H -2.5102 3.4198 -0.5793
H -3.8993 2.3163 -0.6130
H -2.6172 0.8317 0.5817
C -6.5555 1.2233 3.8685
C -5.9794 0.2740 4.9008
O -5.7083 -0.9872 4.3083
H -7.4762 0.8145 3.4431
H -6.7742 2.1980 4.3130
H -5.8560 1.3635 3.0393
H -6.6898 0.1193 5.7166
H -5.0504 0.6716 5.3225
H -5.0715 -0.8421 3.5926
C 0.5950 -2.4825 -5.8640
C 0.3263 -1.2079 -5.0895
O 1.5329 -0.7191 -4.5159
H 1.0230 -3.2461 -5.2090
H -0.3255 -2.8720 -6.3058
H 1.3215 -2.3041 -6.6635
H -0.3819 -1.3950 -4.2795
H -0.0915 -0.4342 -5.7420
H 2.1523 -0.5472 -5.2389
C 3.7065 3.6505 0.9400
C 4.5966 2.4326 1.0895
O 4.9253 1.9065 -0.1882
H 2.7887 3.3913 0.4051
H 3.4412 4.0629 1.9170
H 4.2085 4.4271 0.3545
H 4.0837 1.6517 1.6556
H 5.5238 2.6878 1.6141
H 5.3876 2.6019 -0.6808
C -4.9790 0.4047 -2.8806
C -4.5639 -0.0897 -4.2522
O -3.6771 -1.1938 -4.1283
H -4.1027 0.7039 -2.2987
H -5.6576 1.2580 -2.9622
H -5.4782 -0.3900 -2.3180
H -4.0466 0.6994 -4.8029
H -5.4362 -0.4034 -4.8353
H -4.1439 -1.8919 -3.6476
C 9.1860 4.0217 -0.1168
C 8.7451 2.6545 -0.6005
O 7.5552 2.7670 -1.3705
H 8.4023 4.4856 0.4886
H 10.0975 3.9490 0.4816
H 9.3727 4.6900 -0.9629
H 8.5386 1.9975 0.2472
H 9.5204 2.1893 -1.2174
H 7.7481 3.3428 -2.1237
C 4.1514 -1.8576 4.4034
C 3.7561 -2.9986 3.4864
O 2.6389 -3.6915 4.0249
H 4.4002 -2.2344 5.3998
H 5.0140 -1.3170 4.0049
H 3.3217 -1.1550 4.5263
H 4.5796 -3.7093 3.3835
H 3.4936 -2.6277 2.4905
H 1.9120 -3.0576 4.1042

Computed properties:
Highest occupied orbital energy in eV: -4.420
Charge: -1
Total energy in Ha: -1817.67256

---

No. 5
The following is a quantum chemistry calculation of a structure of composition C22H60AsF6O20S8 in a non-equilibrium geometry, from OMol25.

Atoms and positions in Å:
As 21.7902 14.4921 -20.4877
F 22.2525 15.9829 -21.2120
F 20.6112 14.2016 -21.7285
F 21.3102 12.9666 -19.8222
F 23.0903 14.6469 -19.3599
F 20.6082 15.2800 -19.5291
F 22.9473 13.6451 -21.4877
O 28.8975 11.7074 -21.7906
S 27.4835 11.8183 -21.8834
O 26.6764 11.5897 -20.7311
O 27.1799 13.2760 -22.4312
C 25.8333 13.8090 -22.2820
C 25.9107 15.2853 -22.6064
C 26.8684 10.8852 -23.2610
H 25.5310 13.6776 -21.2460
H 25.1312 13.3486 -22.9783
H 24.9668 15.8225 -22.5434
H 26.4060 15.4580 -23.5654
H 26.5903 15.7815 -21.9019
H 25.7915 10.9932 -23.1655
H 27.2348 9.8678 -23.2559
H 27.1689 11.4805 -24.1174
O 23.1490 21.0318 -17.1998
S 22.8161 19.8258 -17.8661
O 22.1575 19.8356 -19.1351
O 24.1715 19.0088 -18.0137
C 24.1665 17.8220 -18.8302
C 25.5753 17.5406 -19.2950
C 21.9887 18.7154 -16.7370
H 23.5396 17.9583 -19.7125
H 23.7294 16.9711 -18.3017
H 25.7479 17.9997 -20.2641
H 25.7536 16.4651 -19.3388
H 26.3034 17.8802 -18.5560
H 22.6410 18.2476 -16.0128
H 21.6336 17.9902 -17.4742
H 21.1868 19.2823 -16.2780
O 23.4282 11.0593 -26.5829
S 23.7439 12.0736 -25.6588
O 25.1008 12.3220 -25.2856
O 23.1345 13.4109 -26.2294
C 23.7014 14.6294 -25.7110
C 22.6113 15.6099 -25.3470
C 22.7706 11.9017 -24.1989
H 24.4719 14.9973 -26.3847
H 24.2339 14.4259 -24.7756
H 21.9526 15.2316 -24.5638
H 22.0832 15.8504 -26.2713
H 23.0628 16.4941 -24.9028
H 22.8309 12.8020 -23.5854
H 23.0883 11.0190 -23.6543
H 21.7330 11.8781 -24.5310
O 25.1070 17.7743 -24.7055
S 24.6266 18.8770 -25.4791
O 23.6373 18.7284 -26.4974
O 24.1003 20.0082 -24.4816
C 22.7193 19.9307 -24.0499
C 22.4400 18.8423 -23.0449
C 26.0183 19.7913 -26.0682
H 22.0442 20.0314 -24.8998
H 22.6176 20.8712 -23.5003
H 22.5086 17.8317 -23.4544
H 21.4710 18.9268 -22.5645
H 23.2707 18.8582 -22.3353
H 26.4750 19.3818 -26.9583
H 26.6782 19.8992 -25.2098
H 25.6412 20.7986 -26.2454
O 19.4218 15.5706 -28.0223
S 18.1973 14.8604 -27.9276
O 18.0563 13.5381 -28.4051
O 17.7806 14.7460 -26.3973
C 17.8253 15.9611 -25.6137
C 18.7051 15.7798 -24.4040
C 16.8156 15.8033 -28.5473
H 16.8158 16.1733 -25.2505
H 18.2097 16.7846 -26.2180
H 18.5111 14.9151 -23.7693
H 18.4800 16.5971 -23.7041
H 19.7662 15.8379 -24.6316
H 16.7137 16.7330 -27.9989
H 15.9477 15.1764 -28.3759
H 17.0642 15.9154 -29.5998
O 15.9088 17.6010 -18.7566
S 15.7163 18.8924 -19.3235
O 15.4031 19.9873 -18.4812
O 16.9817 19.3421 -20.1453
C 17.7633 18.2622 -20.7359
C 18.9518 17.8645 -19.8781
C 14.5054 18.7704 -20.6219
H 18.1361 18.6419 -21.6891
H 17.0974 17.4357 -20.9872
H 19.6352 17.3217 -20.5332
H 18.6189 17.1517 -19.1257
H 19.4584 18.7252 -19.4525
H 14.3339 19.8088 -20.8941
H 13.6252 18.2746 -20.2320
H 14.9763 18.2312 -21.4384
C 20.4060 15.3415 -15.5016
S 19.9704 16.3973 -14.1142
O 20.8279 17.6104 -14.0855
C 18.2938 16.8350 -14.5256
H 21.3590 14.9187 -15.1870
H 20.5182 15.9300 -16.4092
H 19.6794 14.5356 -15.5709
H 17.8756 17.5212 -13.7969
H 17.6848 15.9284 -14.5300
H 18.2473 17.2231 -15.5395
C 24.8695 12.6407 -17.5232
S 24.0232 11.2806 -16.7290
O 24.3586 11.3634 -15.2898
C 22.3572 11.8316 -17.0611
H 24.7547 12.7032 -18.6050
H 25.9065 12.5710 -17.2024
H 24.4778 13.6033 -17.1756
H 21.6797 11.2872 -16.3952
H 22.0688 11.6379 -18.0907
H 22.1346 12.8734 -16.8141

Computed properties:
Highest occupied orbital energy in eV: -6.635
ΔE to the lowest compared entry with this formula, charge and spin in kcal/mol: 0.0
Charge: -1
Total energy in Ha: -8399.61256